# 1
Density functional theory data (the ωB97M-V functional and the def2-TZVPD basis) for a 10-piece molecular cluster, C48H40BF4O30 overall.

Atoms and positions in Å:
B: 0.22 -0.03 0.46
F: 0.65 1.09 1.19
F: -0.95 0.32 -0.21
F: 1.14 -0.38 -0.53
F: 0.05 -1.09 1.29
C: 3.95 -5.23 -1.82
C: 3.47 -6.65 -1.93
C: 2.06 -6.94 -2.09
O: 1.67 -8.19 -2.09
C: 1.20 -5.87 -2.38
C: 1.68 -4.39 -2.13
C: 3.11 -4.16 -1.99
O: 3.59 -3.05 -1.86
O: 0.74 -3.32 -2.06
O: 4.27 -7.73 -1.82
H: 4.98 -5.00 -1.50
H: 0.09 -6.04 -2.43
H: 1.10 -2.64 -1.80
H: 3.75 -8.37 -2.28
C: 0.22 4.15 -3.08
C: -0.47 3.28 -2.14
C: -1.42 3.82 -1.04
O: -1.90 3.11 -0.13
C: -1.74 5.29 -1.06
C: -1.00 6.15 -2.21
C: -0.06 5.64 -3.21
O: 0.53 6.23 -4.07
O: -1.23 7.50 -2.25
O: -0.22 1.90 -2.02
H: 0.99 3.77 -3.74
H: -2.30 5.65 -0.31
H: -1.90 7.93 -1.73
H: -0.85 1.49 -1.55
C: 5.00 -5.81 1.81
C: 5.88 -4.77 1.21
C: 5.37 -3.40 1.13
O: 6.17 -2.54 0.55
C: 3.95 -3.16 1.42
C: 3.07 -4.25 1.81
C: 3.67 -5.47 2.31
O: 2.94 -6.31 2.94
O: 1.74 -4.13 1.72
O: 7.20 -4.97 0.93
H: 5.33 -6.86 1.87
H: 3.61 -2.39 1.04
H: 1.64 -3.10 1.39
H: 7.71 -4.31 0.52
C: -4.35 1.42 4.23
C: -4.06 1.48 2.74
C: -5.08 1.60 1.76
O: -4.77 1.75 0.62
C: -6.36 1.86 2.25
C: -6.82 1.82 3.68
C: -5.73 1.59 4.75
O: -6.00 1.39 5.94
O: -7.93 2.45 4.00
O: -2.77 1.29 2.32
H: -3.59 1.30 4.98
H: -7.14 2.02 1.60
H: -8.57 2.70 3.28
H: -2.60 1.24 1.43
C: 3.73 1.81 -4.49
C: 2.93 0.73 -3.70
C: 1.71 0.30 -4.09
O: 1.08 -0.49 -3.41
C: 1.13 0.74 -5.47
C: 1.93 1.85 -6.30
C: 3.33 2.22 -5.82
O: 4.06 2.96 -6.47
O: 1.34 2.55 -7.28
O: 3.45 0.27 -2.48
H: 4.62 2.00 -4.11
H: 0.08 0.66 -5.74
H: 0.32 2.49 -7.31
H: 2.68 -0.23 -2.12
C: 2.96 6.41 0.43
C: 3.67 5.68 -0.67
C: 3.23 4.37 -1.10
O: 3.83 3.78 -2.08
C: 2.15 3.76 -0.37
C: 1.49 4.46 0.80
C: 1.86 5.80 1.26
O: 1.35 6.41 2.26
O: 0.53 3.87 1.64
O: 4.81 6.29 -1.32
H: 3.10 7.53 0.82
H: 1.83 2.60 -0.55
H: 0.80 2.90 1.55
H: 5.01 5.63 -2.21
C: -5.03 -2.30 1.78
C: -3.44 -2.06 2.00
C: -2.91 -1.98 3.35
O: -1.73 -1.96 3.68
C: -3.97 -2.06 4.49
C: -5.39 -2.19 4.29
C: -6.03 -2.17 2.89
O: -7.18 -1.84 2.71
O: -6.31 -2.54 5.23
O: -2.54 -2.00 1.03
H: -5.53 -2.26 0.80
H: -3.64 -2.32 5.50
H: -6.00 -2.50 6.03
H: -1.98 -1.78 1.55
C: 1.30 -0.06 4.34
C: 0.83 0.30 5.67
O: 1.64 0.21 6.68
C: -0.58 0.89 5.89
H: 2.18 -0.28 4.07
H: 1.32 0.82 3.82
H: 0.64 -0.78 3.89
H: -0.87 1.93 5.57
H: -0.57 0.91 6.99
H: -1.46 0.22 5.47
C: -2.11 -2.24 -4.66
C: -3.01 -1.06 -4.19
O: -3.98 -0.75 -4.91
C: -2.52 -0.35 -2.98
H: -1.39 -1.85 -5.20
H: -2.73 -2.74 -5.30
H: -1.86 -2.83 -3.79
H: -3.32 0.36 -2.72
H: -1.63 0.13 -3.29
H: -2.12 -0.89 -2.08

Summary:
Net charge ... -1
HOMO energy ... -6.99 eV
Frontier orbital gap ... 0.220 Ha
Relative energy (zero: lowest compared OMol25 entry of this formula, charge and spin) ... 90.88 kcal/mol

---

# 2
Density functional theory data (the ωB97M-V functional and the def2-TZVPD basis) for C29H34AuGe2S2Si as an isolated structure.

Atoms and positions in Å:
Au: 1.22 0.20 0.04
S: 0.48 -0.09 2.32
C: 0.36 1.61 2.75
C: -0.17 1.88 4.02
C: -0.29 3.16 4.51
C: 0.09 4.23 3.70
C: 0.57 3.99 2.43
C: 0.70 2.68 1.93
S: 1.20 2.58 0.24
H: -0.47 1.04 4.63
H: -0.69 3.34 5.50
H: 0.00 5.25 4.07
H: 0.85 4.81 1.79
C: 3.85 0.83 -2.40
Si: 3.45 -0.20 -0.89
C: 4.61 0.17 0.53
C: 3.44 -2.03 -1.31
C: 3.14 -2.96 -0.31
C: 3.10 -4.32 -0.58
C: 3.36 -4.77 -1.87
C: 3.65 -3.86 -2.87
C: 3.69 -2.51 -2.59
H: 4.88 0.66 -2.73
H: 3.74 1.89 -2.16
H: 3.17 0.60 -3.23
H: 5.64 -0.02 0.21
H: 4.39 -0.46 1.39
H: 4.52 1.21 0.84
H: 2.93 -2.62 0.70
H: 2.87 -5.02 0.21
H: 3.32 -5.83 -2.09
H: 3.85 -4.21 -3.88
H: 3.92 -1.81 -3.39
C: -3.32 -2.73 -0.37
Ge: -1.44 -2.20 -0.14
C: -0.34 -2.77 -1.65
C: -0.74 -3.05 1.47
Ge: -1.35 0.26 -0.03
C: -2.38 1.16 1.32
C: -2.85 0.43 2.41
C: -3.63 1.04 3.38
C: -3.93 2.39 3.28
C: -3.46 3.13 2.20
C: -2.69 2.52 1.22
C: -1.65 1.03 -1.81
C: -2.29 0.19 -2.72
C: -2.67 0.65 -3.98
C: -2.41 1.97 -4.34
C: -1.77 2.81 -3.44
C: -1.39 2.35 -2.19
H: -3.37 -3.82 -0.44
H: -3.75 -2.32 -1.28
H: -3.92 -2.41 0.47
H: -0.39 -3.85 -1.74
H: 0.71 -2.49 -1.47
H: -0.65 -2.32 -2.59
H: -0.83 -4.13 1.35
H: -1.26 -2.75 2.37
H: 0.32 -2.82 1.59
H: -2.59 -0.62 2.52
H: -3.99 0.47 4.22
H: -4.54 2.87 4.03
H: -3.68 4.19 2.12
H: -2.31 3.10 0.39
H: -2.51 -0.83 -2.47
H: -3.16 -0.02 -4.67
H: -2.69 2.33 -5.32
H: -1.55 3.83 -3.72
H: -0.87 3.01 -1.51

Summary:
HOMO energy (alpha / beta) ... -7.05 / -7.59 eV
Spin multiplicity ... 2
Frontier orbital gap (alpha / beta) ... 0.218 / 0.219 Ha
Relative energy (zero: lowest compared OMol25 entry of this formula, charge and spin) ... 9.26 kcal/mol

---

# 3
Density functional theory data (the ωB97M-V functional and the def2-TZVPD basis) for C15H17NZn as an isolated structure.

Atoms and positions in Å:
C: -2.19 0.29 -2.62
C: -1.26 1.34 -2.96
C: -1.28 2.30 -1.90
C: -2.19 1.84 -0.90
C: -2.75 0.60 -1.35
Zn: 0.07 0.01 -0.79
C: 1.72 0.38 -2.12
C: 1.12 -0.69 -2.66
C: 0.93 -1.76 -3.43
N: -0.73 -1.77 -0.67
H: -0.74 3.25 -1.89
H: -0.72 1.42 -3.90
H: -2.48 2.38 0.00
H: -3.53 0.03 -0.85
H: -2.46 -0.53 -3.27
H: 1.66 1.37 -2.60
H: -0.71 -2.79 -0.69
H: 2.47 0.29 -1.31
H: 1.65 -2.02 -4.22
H: 0.08 -2.43 -3.30
C: -0.24 0.73 1.05
C: 0.45 0.07 2.17
C: 0.27 0.62 3.46
C: 0.91 0.05 4.56
C: 1.72 -1.08 4.41
C: 1.88 -1.64 3.14
C: 1.25 -1.09 2.02
H: -1.33 0.63 1.17
H: -0.01 1.80 0.99
H: -0.37 1.49 3.57
H: 0.77 0.49 5.54
H: 2.21 -1.53 5.27
H: 2.50 -2.53 3.01
H: 1.33 -1.54 1.03

Summary:
Net charge ... -2
HOMO energy (alpha / beta) ... 1.73 / 1.72 eV
Frontier orbital gap (alpha / beta) ... 0.129 / 0.129 Ha
Relative energy (zero: lowest compared OMol25 entry of this formula, charge and spin) ... 113.81 kcal/mol

---

# 4
Density functional theory data (the ωB97M-V functional and the def2-TZVPD basis) for C42H35NO2P2Pt as an isolated structure.

Atoms and positions in Å:
Pt: 0.73 0.48 -1.41
C: 1.48 -4.69 2.18
C: 0.63 -3.51 2.60
C: -0.04 -3.66 4.02
C: -0.47 -3.40 1.51
C: -1.30 -4.47 1.21
C: -2.13 -4.32 0.09
C: -2.12 -3.25 -0.76
C: -1.38 -2.15 -0.43
P: -1.42 -0.59 -1.38
C: -2.73 0.48 -0.73
C: -2.87 1.68 -1.40
C: -3.73 2.64 -0.88
C: -4.41 2.40 0.29
C: -4.28 1.21 0.97
C: -3.34 0.30 0.48
C: -1.99 -0.98 -3.03
C: -3.36 -0.93 -3.29
C: -3.78 -1.36 -4.54
C: -2.86 -1.76 -5.52
C: -1.51 -1.88 -5.27
C: -1.11 -1.50 -4.01
C: -0.58 -2.32 0.73
O: 0.17 -1.16 1.08
C: 1.22 -1.17 1.80
C: 2.04 -0.03 1.78
C: 3.08 0.08 2.61
C: 3.41 -1.06 3.48
C: 2.64 -2.22 3.46
C: 1.52 -2.28 2.64
P: 1.57 1.29 0.60
C: 0.45 2.43 1.43
C: 0.21 2.41 2.81
C: -0.85 3.19 3.26
C: -1.48 4.12 2.41
C: -1.15 4.19 1.05
C: -0.20 3.36 0.59
C: 3.08 2.20 0.26
C: 3.93 1.68 -0.72
C: 5.13 2.34 -1.02
C: 5.45 3.54 -0.43
C: 4.56 4.11 0.50
C: 3.38 3.43 0.86
H: 0.82 -5.50 2.25
H: 2.30 -4.89 2.87
H: 1.79 -4.57 1.13
H: -0.58 -4.61 4.03
H: -0.82 -2.88 4.26
H: 0.67 -3.71 4.84
H: -1.33 -5.35 1.84
H: -2.82 -5.16 -0.14
H: -2.76 -3.33 -1.62
H: -2.33 1.93 -2.28
H: -3.82 3.56 -1.35
H: -5.07 3.22 0.63
H: -4.78 0.94 1.88
H: -3.16 -0.61 1.05
H: -4.12 -0.67 -2.57
H: -4.85 -1.29 -4.71
H: -3.29 -2.02 -6.48
H: -0.75 -2.28 -5.94
H: -0.05 -1.50 -3.78
H: 3.66 0.98 2.54
H: 4.33 -0.89 4.09
H: 2.75 -3.03 4.13
H: 0.78 1.67 3.40
H: -1.18 3.13 4.31
H: -2.21 4.80 2.79
H: -1.63 4.95 0.38
H: 0.06 3.38 -0.49
H: 3.72 0.78 -1.23
H: 5.76 1.85 -1.76
H: 6.37 4.04 -0.72
H: 4.80 5.10 0.89
H: 2.75 3.83 1.65
N: 2.22 -2.24 -0.84
C: 1.73 -1.29 -1.27
C: 0.89 2.60 -3.89
C: 0.87 1.13 -3.56
O: 1.00 0.25 -4.30
H: 0.26 2.74 -4.78
H: 1.92 2.89 -4.04
H: 0.49 3.21 -3.08

Summary:
Net charge ... +2
HOMO energy (alpha / beta) ... -12.96 / -14.23 eV
Spin multiplicity ... 5
Frontier orbital gap (alpha / beta) ... 0.285 / 0.195 Ha
Relative energy (zero: lowest compared OMol25 entry of this formula, charge and spin) ... 0.00 kcal/mol

---

# 5
Density functional theory data (the ωB97M-V functional and the def2-TZVPD basis) for C37H89ClIN4O14P4S10 as an isolated structure.

Atoms and positions in Å:
C: -3.94 3.91 8.11
C: -4.29 3.17 6.82
O: -3.65 3.87 5.72
C: -4.38 3.95 4.56
N: -3.41 3.83 3.40
I: -2.25 5.67 3.74
C: -4.11 4.07 2.08
C: -5.53 3.49 2.03
C: -3.19 3.78 0.89
C: -3.84 4.27 -0.39
C: -3.61 5.78 -0.62
C: -3.06 6.05 -2.02
O: -2.79 7.40 -2.27
C: -1.65 7.90 -1.61
C: -2.54 2.37 0.91
C: -1.75 2.15 -0.39
P: -3.85 1.01 0.91
O: -2.96 -0.23 0.35
Cl: -5.01 1.41 -0.77
C: -1.74 2.20 2.23
C: -1.22 0.73 2.48
C: -0.10 0.13 1.63
C: 0.37 -1.14 2.38
S: 1.72 -2.01 1.53
C: 2.77 -0.73 0.87
S: 2.88 -0.47 -0.71
N: 3.50 0.03 1.77
C: 3.31 0.16 3.14
C: 4.25 1.03 3.59
N: 5.05 1.46 2.54
C: 4.59 0.87 1.48
P: -0.22 3.35 2.42
P: 0.81 4.02 0.66
O: 1.98 4.71 1.21
O: -0.13 5.06 -0.13
O: 1.24 2.84 -0.32
C: -2.57 2.58 3.52
P: -3.38 1.08 4.35
N: -2.45 0.53 5.49
H: -3.20 3.37 8.68
H: -3.51 4.87 7.85
H: -4.82 4.11 8.71
H: -3.85 2.18 6.85
H: -5.36 3.10 6.68
H: -4.83 4.94 4.46
H: -5.18 3.22 4.49
H: -4.24 5.14 2.03
H: -5.85 3.21 1.04
H: -6.23 4.21 2.42
H: -5.62 2.60 2.65
H: -2.35 4.46 1.05
H: -4.91 4.16 -0.40
H: -3.49 3.76 -1.29
H: -3.01 6.25 0.16
H: -4.58 6.29 -0.61
H: -3.87 5.76 -2.68
H: -2.20 5.39 -2.23
H: -1.44 8.87 -2.03
H: -1.84 8.04 -0.54
H: -0.80 7.24 -1.75
H: -2.38 1.75 -1.17
H: -1.40 3.10 -0.79
H: -0.89 1.50 -0.32
H: -3.32 -0.57 -0.48
H: -2.02 -0.01 2.43
H: -0.86 0.73 3.51
H: -0.53 -0.26 0.72
H: 0.76 0.75 1.45
H: -0.45 -1.85 2.37
H: 0.59 -0.94 3.42
H: 2.55 -0.33 3.72
H: 4.39 1.37 4.60
H: 4.91 0.95 0.45
H: 0.78 2.53 2.96
H: -0.16 4.86 -1.07
H: 1.22 3.11 -1.25
H: -1.83 2.81 4.27
H: -3.63 0.06 3.42
H: -4.62 1.36 4.96
H: -1.60 1.06 5.62
C: 5.53 -4.41 -2.74
S: 4.38 -3.25 -3.48
O: 4.07 -3.74 -4.85
C: 5.56 -1.90 -3.65
H: 5.00 -5.35 -2.59
H: 6.37 -4.56 -3.41
H: 5.87 -4.02 -1.79
H: 6.40 -2.23 -4.26
H: 5.90 -1.59 -2.66
H: 5.05 -1.07 -4.14
C: 8.29 -7.43 -5.17
S: 9.30 -6.46 -4.05
O: 8.44 -5.37 -3.52
C: 10.35 -5.74 -5.31
H: 7.53 -7.94 -4.59
H: 7.82 -6.77 -5.90
H: 8.92 -8.17 -5.68
H: 9.74 -5.19 -6.02
H: 10.91 -6.52 -5.81
H: 11.04 -5.05 -4.82
C: 7.28 -11.53 -5.66
S: 8.95 -12.22 -5.70
O: 9.88 -11.06 -5.67
C: 8.86 -12.79 -7.40
H: 7.14 -11.08 -4.68
H: 7.18 -10.78 -6.44
H: 6.56 -12.33 -5.80
H: 8.65 -11.95 -8.06
H: 8.09 -13.55 -7.49
H: 9.83 -13.22 -7.65
C: -0.30 -1.17 -4.77
S: 0.68 -0.17 -3.65
O: -0.19 0.96 -3.19
C: 1.78 0.50 -4.90
H: -1.08 -1.65 -4.19
H: -0.74 -0.54 -5.54
H: 0.34 -1.93 -5.22
H: 1.20 1.02 -5.66
H: 2.34 -0.32 -5.35
H: 2.46 1.19 -4.42
C: -7.88 3.87 -3.89
S: -6.19 4.38 -3.58
O: -6.23 5.39 -2.49
C: -5.97 5.28 -5.12
H: -8.23 3.33 -3.01
H: -8.50 4.76 -4.04
H: -7.91 3.22 -4.76
H: -6.72 6.07 -5.19
H: -6.06 4.59 -5.96
H: -4.98 5.72 -5.12
C: -2.31 -5.19 4.60
S: -3.15 -3.63 4.29
O: -2.10 -2.64 3.89
C: -3.55 -3.30 6.01
H: -1.93 -5.55 3.64
H: -1.47 -5.03 5.28
H: -3.02 -5.90 5.01
H: -2.64 -3.26 6.60
H: -4.22 -4.07 6.37
H: -4.05 -2.33 6.05
C: 7.98 3.18 -2.09
S: 7.53 1.65 -1.27
O: 6.05 1.55 -1.32
C: 7.96 2.18 0.39
H: 7.75 3.08 -3.15
H: 7.40 4.00 -1.66
H: 9.05 3.36 -1.97
H: 7.38 3.07 0.65
H: 9.03 2.39 0.44
H: 7.71 1.38 1.08
C: -8.11 -3.35 2.68
S: -7.23 -3.08 4.22
O: -6.15 -4.09 4.29
C: -8.55 -3.64 5.30
H: -7.43 -3.10 1.87
H: -8.40 -4.40 2.61
H: -8.99 -2.71 2.65
H: -8.81 -4.67 5.05
H: -9.42 -2.99 5.19
H: -8.19 -3.59 6.33

Summary:
Net charge ... +1
HOMO energy ... -9.52 eV
Frontier orbital gap ... 0.181 Ha

---

# 6
Density functional theory data (the ωB97M-V functional and the def2-TZVPD basis) for a 3-piece molecular cluster, C3H12N2O overall.

Atoms and positions in Å:
C: -1.92 -1.55 -0.05
C: -2.89 -0.72 0.30
N: 0.06 2.30 -0.19
H: -1.17 -1.28 -0.78
H: 0.62 0.68 -0.68
H: -1.62 -2.41 0.55
H: -2.87 0.31 -0.07
H: -3.56 -0.80 1.15
H: 0.80 2.70 0.41
H: -0.73 2.33 0.46
H: -0.04 2.87 -1.02
N: 2.07 -0.71 0.89
C: 2.07 -0.63 -0.55
O: 0.79 -0.25 -1.01
H: 1.63 0.11 1.30
H: 1.44 -1.45 1.18
H: 2.90 0.04 -0.87
H: 2.42 -1.55 -1.03

Summary:
Net charge ... -1
HOMO energy (alpha / beta) ... 0.89 / -5.84 eV
Spin multiplicity ... 2
Frontier orbital gap (alpha / beta) ... 0.118 / 0.360 Ha
Relative energy (zero: lowest compared OMol25 entry of this formula, charge and spin) ... 23.31 kcal/mol